(1)
Below is 30 unconnected molecules or ions with the total composition H60O30, with properties calculated with wB97M-V/def2-TZVPD.

gap between HOMO and LUMO: 8.7774 eV
LUMO energy: -0.50 eV
highest occupied orbital energy: -9.28 eV
net charge: 0
F_max: 0.090 Eh/bohr
ΔE to the lowest compared entry with this formula, charge and spin: 83.6 kcal per mole
E: -2293.2181 Eh

Bonds (Å) are listed after each position.
Positions of all 90 atoms, in Å:
1 O 1.6134 0.0622 0.0526  H31 0.958, H32 0.954
2 O -1.0126 -1.1553 -1.1207  H33 0.949, H34 0.945
3 O -1.5279 0.6167 2.3262  H35 0.947, H36 0.930
4 O 0.5712 2.7925 -0.7734  H37 0.994, H38 0.937
5 O 1.0264 0.7550 -2.5847  H39 0.940, H40 0.933
6 O -3.0146 0.9019 -1.0492  H41 1.003, H42 0.972
7 O -0.2672 -3.7405 -0.0618  H43 0.937, H44 0.903
8 O 1.3931 2.0652 3.0142  H45 0.970, H46 0.999
9 O -1.2841 -1.9263 3.4757  H47 0.945, H48 0.951
10 O -4.1998 -0.8124 0.9199  H49 0.944, H50 0.954
11 O -1.9350 3.7106 -0.7237  H51 0.973, H52 0.968
12 O -2.6888 -3.0462 1.6638  H53 0.981, H54 0.944
13 O 2.2118 -3.3804 0.4420  H55 1.000, H56 0.996
14 O 3.5670 -1.3562 -1.2305  H57 0.949, H58 0.970
15 O -1.2817 0.9076 -3.9856  H59 0.970, H60 0.964
16 O -1.5299 -1.7572 -3.7529  H61 0.993, H62 0.968
17 O 3.7750 1.0798 2.0693  H63 0.959, H64 1.047
18 O 3.5797 -1.7191 2.5899  H65 1.012, H66 0.937
19 O -2.2485 2.6934 3.8335  H67 0.919, H68 0.978
20 O 1.0722 0.6549 5.3329  H69 1.010, H70 1.009
21 O 3.3544 -0.0801 -3.8745  H71 0.964, H72 0.958
22 O -3.2479 -4.6790 -0.3976  H73 0.944, H74 0.971
23 O 0.5138 -0.9003 -5.3125  H75 0.966, H76 0.962
24 O 1.1817 4.8608 2.7401  H77 0.978, H78 0.919
25 O 2.4021 -1.5207 4.9663  H79 0.958, H80 0.991
26 O -2.8416 3.0094 -3.8549  H81 0.937, H82 0.979
27 O -5.0096 -0.3317 -2.8454  H83 0.949, H84 0.965
28 O -1.2969 -5.0160 -2.2144  H85 0.969, H86 0.971
29 O 2.8730 4.6419 -1.4170  H87 0.975, H88 0.961
30 O 5.2176 2.1519 -0.0775  H89 1.023, H90 0.958
31 H 0.8458 -0.5108 0.0548  O1 0.958
32 H 1.2997 0.9279 0.3011  O1 0.954
33 H -1.1952 -1.8028 -0.4510  O2 0.949
34 H -1.6999 -0.5141 -1.0228  O2 0.945
35 H -1.9446 1.3773 2.7066  O3 0.947
36 H -0.6430 0.8478 2.4971  O3 0.930
37 H 0.7118 1.9832 -1.3329  O4 0.994
38 H 1.2719 3.3934 -0.9325  O4 0.937
39 H 0.5898 -0.0368 -2.3273  O5 0.940
40 H 1.7658 0.4713 -3.0770  O5 0.933
41 H -3.1872 0.5939 -0.1102  O6 1.003
42 H -3.6754 0.5033 -1.6404  O6 0.972
43 H -0.7317 -3.6404 0.7457  O7 0.937
44 H 0.6160 -3.5583 -0.0246  O7 0.903
45 H 2.2886 1.7640 2.7951  O8 0.970
46 H 1.5440 3.0365 2.8376  O8 0.999
47 H -1.4789 -1.7140 4.3761  O9 0.945
48 H -1.3366 -1.0896 3.0257  O9 0.951
49 H -5.0473 -1.1922 0.7531  O10 0.944
50 H -4.2013 -0.5663 1.8413  O10 0.954
51 H -1.0540 3.3001 -0.6797  O11 0.973
52 H -2.6542 3.0908 -0.9117  O11 0.968
53 H -3.1032 -2.2184 1.3388  O12 0.981
54 H -2.0972 -2.8292 2.3661  O12 0.944
55 H 2.8812 -2.9741 -0.1794  O13 1.000
56 H 2.6048 -4.2054 0.8383  O13 0.996
57 H 3.0103 -0.7958 -0.7045  O14 0.949
58 H 4.4940 -1.1153 -1.0802  O14 0.970
59 H -1.5511 0.0200 -3.7007  O15 0.970
60 H -0.4941 1.1126 -3.4680  O15 0.964
61 H -1.3773 -1.6408 -2.7785  O16 0.993
62 H -2.3918 -2.1928 -3.8269  O16 0.968
63 H 3.9521 1.4533 1.2042  O17 0.959
64 H 3.7251 0.0384 1.9718  O17 1.047
65 H 2.8272 -2.1017 2.0314  O18 1.012
66 H 3.3167 -1.6816 3.4890  O18 0.937
67 H -1.6973 3.4232 3.9289  O19 0.919
68 H -3.0588 3.1771 3.5764  O19 0.978
69 H 0.0852 0.6215 5.5425  O20 1.010
70 H 1.2948 1.1967 4.5115  O20 1.009
71 H 2.8762 -0.8049 -4.2940  O21 0.964
72 H 3.6459 -0.4206 -3.0284  O21 0.958
73 H -4.0981 -4.5643 -0.7904  O22 0.944
74 H -3.2608 -4.1401 0.4103  O22 0.971
75 H -0.3163 -1.2286 -4.9431  O23 0.966
76 H 0.9018 -1.7084 -5.6618  O23 0.962
77 H 0.9481 5.3861 3.5314  O24 0.978
78 H 1.4212 5.4476 2.0742  O24 0.919
79 H 3.0422 -1.6536 5.6664  O25 0.958
80 H 2.0569 -0.6138 5.1675  O25 0.991
81 H -2.7449 2.0829 -3.7518  O26 0.937
82 H -3.6645 3.2572 -3.3858  O26 0.979
83 H -5.1499 -1.1896 -2.4651  O27 0.949
84 H -5.2896 -0.4680 -3.7591  O27 0.965
85 H -0.4397 -5.3989 -1.9746  O28 0.969
86 H -1.7933 -4.6933 -1.4450  O28 0.971
87 H 2.5589 4.5246 -2.3329  O29 0.975
88 H 2.6172 5.5487 -1.2262  O29 0.961
89 H 5.9923 2.5437 0.4631  O30 1.023
90 H 5.2257 2.6593 -0.8895  O30 0.958

Just the Mulliken charges please, in e? Sure, here they are:
1 O 0.219
2 O -0.377
3 O -0.511
4 O -0.670
5 O -0.668
6 O -0.520
7 O -0.446
8 O -0.754
9 O -0.666
10 O -0.579
11 O -0.709
12 O -0.775
13 O -0.650
14 O -0.831
15 O -0.710
16 O -0.615
17 O -0.762
18 O -0.779
19 O -0.609
20 O -0.726
21 O -0.718
22 O -0.639
23 O -0.605
24 O -0.541
25 O -0.724
26 O -0.600
27 O -0.601
28 O -0.638
29 O -0.659
30 O -0.641
31 H -0.005
32 H -0.040
33 H -0.002
34 H 0.391
35 H 0.361
36 H 0.150
37 H 0.454
38 H 0.263
39 H 0.113
40 H 0.292
41 H 0.249
42 H 0.200
43 H 0.181
44 H 0.319
45 H 0.443
46 H 0.343
47 H 0.253
48 H 0.407
49 H 0.225
50 H 0.274
51 H 0.472
52 H 0.256
53 H 0.395
54 H 0.398
55 H 0.311
56 H 0.269
57 H 0.329
58 H 0.388
59 H 0.384
60 H 0.492
61 H 0.405
62 H 0.233
63 H 0.399
64 H 0.425
65 H 0.332
66 H 0.464
67 H 0.271
68 H 0.303
69 H 0.262
70 H 0.472
71 H 0.319
72 H 0.394
73 H 0.249
74 H 0.387
75 H 0.386
76 H 0.274
77 H 0.254
78 H 0.238
79 H 0.315
80 H 0.454
81 H 0.345
82 H 0.264
83 H 0.266
84 H 0.292
85 H 0.269
86 H 0.438
87 H 0.343
88 H 0.301
89 H 0.284
90 H 0.300

=====

(2)
Below is 33 unconnected molecules or ions with the total composition H66O33, with properties calculated with wB97M-V/def2-TZVPD.

gap between HOMO and LUMO: 7.7935 eV
LUMO energy: -1.07 eV
highest occupied orbital energy: -8.86 eV
net charge: 0
F_max: 0.026 Eh/bohr
ΔE to the lowest compared entry with this formula, charge and spin: 134.4 kcal per mole
E: -2522.4866 Eh

Bonds (Å) are listed after each position.
Positions of all 99 atoms, in Å:
1 O 26.1360 -2.3202 11.8906  H2 0.957, H3 0.957
2 H 25.2521 -2.0304 12.1161  O1 0.957
3 H 26.7039 -1.6057 12.1793  O1 0.957
4 O 23.6305 -6.2730 10.5692  H5 0.957, H6 0.957
5 H 23.0544 -5.7418 10.0195  O4 0.957
6 H 23.5717 -7.1534 10.1982  O4 0.957
7 O 19.2482 -6.3022 8.9747  H8 0.957, H9 0.957
8 H 18.7353 -7.0906 9.1527  O7 0.957
9 H 18.6458 -5.5793 9.1505  O7 0.957
10 O 18.0291 -5.5490 6.0202  H11 0.957, H12 0.957
11 H 17.3976 -5.3394 6.7084  O10 0.957
12 H 18.7390 -6.0016 6.4757  O10 0.957
13 O 22.5885 1.5374 9.6395  H14 0.957, H15 0.957
14 H 23.1670 0.8170 9.3893  O13 0.957
15 H 23.1254 2.3231 9.5368  O13 0.957
16 O 29.3747 -3.0702 7.5196  H17 0.957, H18 0.957
17 H 28.4548 -3.0593 7.7838  O16 0.957
18 H 29.7181 -2.2256 7.8110  O16 0.957
19 O 27.1125 -0.6766 7.3220  H20 0.957, H21 0.957
20 H 26.8403 0.2358 7.4202  O19 0.957
21 H 28.0357 -0.6803 7.5749  O19 0.957
22 O 26.4217 -7.8793 9.1488  H23 0.957, H24 0.957
23 H 25.7792 -8.3479 8.6160  O22 0.957
24 H 27.2618 -8.0630 8.7285  O22 0.957
25 O 22.5044 -9.0061 4.4549  H26 0.957, H27 0.957
26 H 22.5524 -9.5654 3.6796  O25 0.957
27 H 23.3890 -8.6535 4.5517  O25 0.957
28 O 24.1613 -4.8398 12.6342  H29 0.957, H30 0.957
29 H 23.7290 -4.0150 12.8559  O28 0.957
30 H 23.7899 -5.0853 11.7869  O28 0.957
31 O 20.1523 -4.1486 11.8304  H32 0.957, H33 0.957
32 H 19.3453 -4.4354 11.4030  O31 0.957
33 H 20.5144 -4.9450 12.2186  O31 0.957
34 O 20.4070 -7.3052 4.9185  H35 0.957, H36 0.957
35 H 21.0967 -7.9419 4.7306  O34 0.957
36 H 19.5935 -7.8046 4.8473  O34 0.957
37 O 26.5332 -6.2049 6.5910  H38 0.957, H39 0.957
38 H 25.8078 -6.6301 6.1336  O37 0.957
39 H 26.1229 -5.7666 7.3365  O37 0.957
40 O 27.0074 -3.0751 9.3910  H41 0.957, H42 0.957
41 H 26.7128 -2.7503 10.2418  O40 0.957
42 H 26.5037 -2.5692 8.7534  O40 0.957
43 O 22.6773 -8.4360 9.3018  H44 0.957, H45 0.957
44 H 21.8739 -8.2708 8.8084  O43 0.957
45 H 23.0521 -9.2174 8.8954  O43 0.957
46 O 21.6511 -5.0280 9.3808  H47 0.957, H48 0.957
47 H 20.7585 -5.3722 9.4120  O46 0.957
48 H 21.5420 -4.0771 9.3864  O46 0.957
49 O 20.1895 -1.7054 11.0399  H50 0.957, H51 0.957
50 H 20.3226 -2.6157 11.3043  O49 0.957
51 H 20.6919 -1.6148 10.2302  O49 0.957
52 O 23.4707 0.7904 6.4643  H53 0.957, H54 0.957
53 H 22.6687 0.2713 6.4040  O52 0.957
54 H 23.4741 1.3202 5.6671  O52 0.957
55 O 23.6913 -1.2480 12.3172  H56 0.957, H57 0.957
56 H 23.2895 -0.4024 12.5169  O55 0.957
57 H 23.4004 -1.8247 13.0236  O55 0.957
58 O 22.2868 -3.0729 13.3690  H59 0.957, H60 0.957
59 H 21.9793 -3.6957 14.0276  O58 0.957
60 H 21.5288 -2.9289 12.8024  O58 0.957
61 O 21.4566 -1.7090 8.4202  H62 0.957, H63 0.957
62 H 21.2274 -1.5050 7.5135  O61 0.957
63 H 22.1691 -1.1051 8.6293  O61 0.957
64 O 27.6018 -2.0255 5.0764  H65 0.957, H66 0.957
65 H 27.1204 -1.2844 4.7086  O64 0.957
66 H 27.6006 -1.8677 6.0205  O64 0.957
67 O 26.8685 -5.2330 12.1441  H68 0.957, H69 0.957
68 H 25.9398 -5.4461 12.0522  O67 0.957
69 H 26.9500 -4.3524 11.7780  O67 0.957
70 O 24.6388 -0.4612 9.8654  H71 0.957, H72 0.957
71 H 25.5766 -0.3248 9.7307  O70 0.957
72 H 24.5677 -0.7611 10.7716  O70 0.957
73 O 27.7286 -4.6264 3.7145  H74 0.957, H75 0.957
74 H 28.0168 -5.2604 4.3712  O73 0.957
75 H 27.1384 -4.0410 4.1889  O73 0.957
76 O 29.1785 -5.2828 6.1899  H77 0.957, H78 0.957
77 H 29.1773 -4.4575 6.6747  O76 0.957
78 H 28.4767 -5.7968 6.5891  O76 0.957
79 O 21.8839 -1.3494 5.6184  H80 0.957, H81 0.957
80 H 22.5892 -1.9852 5.7391  O79 0.957
81 H 21.5591 -1.5163 4.7336  O79 0.957
82 O 20.8258 -7.9715 7.6079  H83 0.957, H84 0.957
83 H 20.8519 -7.8344 6.6610  O82 0.957
84 H 20.3027 -7.2427 7.9416  O82 0.957
85 O 25.1654 -9.1398 5.7776  H86 0.957, H87 0.957
86 H 24.8253 -9.8017 6.3797  O85 0.957
87 H 26.1118 -9.2826 5.7737  O85 0.957
88 O 22.3950 -5.2604 5.8243  H89 0.957, H90 0.957
89 H 21.8834 -5.9859 5.4665  O88 0.957
90 H 21.9416 -4.4741 5.5204  O88 0.957
91 O 24.7480 -2.6890 5.2028  H92 0.957, H93 0.957
92 H 25.6629 -2.4198 5.2847  O91 0.957
93 H 24.6472 -3.3941 5.8422  O91 0.957
94 O 28.7072 -5.3336 9.5734  H95 0.957, H96 0.957
95 H 29.2955 -4.8510 8.9928  O94 0.957
96 H 27.8887 -4.8378 9.5520  O94 0.957
97 O 24.0010 -4.1955 7.7587  H98 0.957, H99 0.957
98 H 23.3856 -3.8597 8.4104  O97 0.957
99 H 23.4771 -4.7833 7.2144  O97 0.957

Just the Mulliken charges please, in e? Sure, here they are:
1 O -0.524
2 H 0.222
3 H 0.259
4 O -0.664
5 H 0.291
6 H 0.321
7 O -0.594
8 H 0.214
9 H 0.269
10 O -0.623
11 H 0.287
12 H 0.338
13 O -0.615
14 H 0.310
15 H 0.265
16 O -0.684
17 H 0.123
18 H 0.373
19 O -0.566
20 H 0.224
21 H 0.284
22 O -0.504
23 H 0.231
24 H 0.271
25 O -0.668
26 H 0.284
27 H 0.302
28 O -0.627
29 H 0.391
30 H 0.525
31 O -0.647
32 H 0.190
33 H 0.312
34 O -0.640
35 H 0.374
36 H 0.298
37 O -0.362
38 H 0.131
39 H 0.241
40 O -0.279
41 H 0.248
42 H 0.204
43 O -0.622
44 H 0.416
45 H 0.210
46 O -0.170
47 H -0.017
48 H 0.156
49 O -0.656
50 H 0.347
51 H 0.449
52 O -0.542
53 H 0.298
54 H 0.252
55 O -0.705
56 H 0.191
57 H 0.354
58 O -0.706
59 H 0.292
60 H 0.332
61 O -0.568
62 H 0.281
63 H 0.222
64 O -0.623
65 H 0.248
66 H 0.426
67 O -0.642
68 H 0.369
69 H 0.176
70 O -0.445
71 H 0.251
72 H 0.417
73 O -0.661
74 H 0.336
75 H 0.325
76 O -0.705
77 H 0.513
78 H 0.264
79 O -0.696
80 H 0.357
81 H 0.280
82 O -0.720
83 H 0.431
84 H 0.339
85 O -0.558
86 H 0.287
87 H 0.293
88 O -0.534
89 H 0.210
90 H 0.206
91 O -0.645
92 H 0.257
93 H 0.355
94 O -0.627
95 H 0.327
96 H 0.321
97 O 0.275
98 H -0.218
99 H 0.211